# 1
Density functional theory data (the ωB97M-V functional and the def2-TZVPD basis) for 11 unconnected molecules or ions with the total composition C49H68N11O in a non-equilibrium geometry.

Output
**Calculated total energy**: -2584.1567 a.u.
**Net charge**: +1
**Maximum force**: 15.38 eV/Å
**HOMO energy**: -9.49 eV
**LUMO**: -0.1872 Eh

Cartesian coordinates (Å):
C  -0.02  -1.46  -2.22
C  0.30  -0.80  -0.86
C  0.78  0.67  -1.07
C  0.78  1.48  0.27
C  -0.66  1.64  0.79
C  -1.25  0.18  1.01
N  -0.87  -0.77  -0.07
O  -1.70  -1.79  -0.09
C  -2.74  0.45  0.95
C  -0.91  -0.35  2.42
C  1.29  -1.67  0.01
H  -1.05  -1.15  -2.61
H  0.04  -2.58  -2.22
H  0.69  -1.22  -2.99
H  0.03  0.99  -1.77
H  1.79  0.57  -1.54
H  1.03  2.30  0.20
H  1.26  1.02  1.11
H  -1.23  2.25  0.17
H  -0.77  2.23  1.81
H  -3.12  0.88  0.03
H  -3.15  1.07  1.54
H  -3.24  -0.51  1.08
H  -1.34  -1.23  2.83
H  -1.20  0.18  3.29
H  0.14  -0.69  2.68
H  0.84  -2.68  0.35
H  1.49  -1.10  0.95
H  2.20  -1.91  -0.45
N  -2.14  3.16  -2.59
C  -2.86  2.26  -3.32
C  -1.96  1.57  -4.37
C  -0.59  2.15  -4.18
C  -0.85  3.21  -3.02
H  -2.48  3.82  -1.94
H  -3.96  2.11  -3.26
H  -2.32  0.92  -5.29
H  0.28  1.81  -4.89
H  0.02  3.86  -2.54
N  5.04  2.18  -3.15
C  4.48  0.93  -3.53
C  3.01  1.27  -3.91
C  2.87  2.74  -3.93
C  4.13  3.16  -3.17
H  6.08  2.17  -2.83
H  5.00  0.07  -3.53
H  2.32  0.56  -4.48
H  2.09  3.33  -4.03
H  4.37  4.14  -2.81
N  6.34  0.58  1.36
C  6.63  -0.59  0.74
C  5.37  -0.93  -0.03
C  4.62  0.41  -0.08
C  5.20  1.27  0.97
H  6.69  0.91  2.05
H  7.42  -1.14  1.01
H  5.36  -1.78  -0.55
H  3.61  0.65  -0.50
H  5.07  2.28  1.46
N  -4.71  4.72  -1.59
C  -4.44  3.83  -0.54
C  -3.21  4.38  0.26
C  -2.68  5.59  -0.49
C  -3.82  5.79  -1.54
H  -5.58  4.52  -2.22
H  -4.95  2.89  -0.46
H  -2.66  4.10  1.26
H  -2.00  6.15  -0.13
H  -3.97  6.63  -2.20
N  3.45  -2.87  2.37
C  3.73  -1.89  3.25
C  2.62  -1.90  4.28
C  1.95  -3.11  4.08
C  2.50  -3.81  2.85
H  4.09  -3.31  1.60
H  4.64  -1.29  3.20
H  2.59  -1.24  5.17
H  1.04  -3.72  4.76
H  2.32  -4.77  2.39
N  -2.81  -1.85  7.32
C  -2.02  -1.75  6.13
C  -1.24  -0.51  6.28
C  -1.67  0.19  7.65
C  -2.66  -0.79  8.17
H  -3.36  -2.58  7.38
H  -2.06  -2.36  5.31
H  -0.53  0.00  5.68
H  -1.57  1.14  8.04
H  -3.23  -0.80  9.27
N  0.98  -2.66  -6.58
C  0.23  -1.53  -6.09
C  -1.19  -2.00  -5.67
C  -1.23  -3.48  -5.94
C  0.16  -3.75  -6.67
H  1.90  -2.52  -6.93
H  0.69  -0.45  -5.99
H  -1.77  -1.39  -5.25
H  -2.03  -4.14  -5.81
H  0.67  -4.81  -6.92
N  2.17  -5.23  -1.40
C  1.41  -4.67  -2.48
C  2.26  -3.60  -2.93
C  3.65  -3.68  -2.25
C  3.41  -4.79  -1.20
H  1.88  -6.13  -0.76
H  0.29  -4.98  -2.73
H  2.04  -3.02  -3.84
H  4.59  -3.23  -2.55
H  4.12  -5.12  -0.37
N  -5.46  -2.08  1.50
C  -6.07  -1.00  0.99
C  -5.89  -1.07  -0.65
C  -5.02  -2.29  -0.80
C  -4.75  -2.90  0.54
H  -5.75  -2.41  2.42
H  -6.52  -0.28  1.61
H  -6.10  -0.44  -1.50
H  -4.97  -2.74  -1.79
H  -4.54  -3.99  1.11
N  -1.84  3.78  4.09
C  -1.00  4.42  3.15
C  0.39  3.92  3.32
C  0.29  2.88  4.48
C  -1.17  2.92  4.92
H  -2.85  3.90  4.24
H  -1.44  5.24  2.68
H  1.19  4.11  2.58
H  1.05  2.38  5.03
H  -1.80  2.46  5.61

Mulliken population analysis, charges in e, atoms 1 to 2:
1. C -1.56
2. C 1.65

---

# 2
Density functional theory data (the ωB97M-V functional and the def2-TZVPD basis) for a molecular structure, C49H79AsN5PS3Si4Ti in a non-equilibrium geometry.

Output
**Calculated total energy**: -7967.5006 a.u.
**Net charge**: -2
**Maximum force**: 2.17 eV/Å
**HOMO energy (spin up / spin down)**: -1.35 / -1.35 eV
**LUMO (spin up / spin down)**: 0.1476 / 0.1476 Eh

Cartesian coordinates (Å):
Ti  -0.11  -0.24  0.22
S  -3.25  1.30  -3.42
C  -1.81  0.53  -3.12
S  -0.83  1.08  -1.76
S  -1.22  -0.67  -4.14
N  2.59  -4.71  0.53
C  3.32  -3.70  0.01
N  2.78  -2.55  0.29
C  1.66  -2.88  1.02
N  1.52  -4.20  1.18
C  0.89  -1.88  1.69
C  0.45  -2.19  3.04
N  0.94  -1.58  4.07
C  1.84  -0.58  3.83
C  1.93  -0.01  2.58
N  1.35  -0.55  1.50
H  2.70  -5.71  0.45
H  4.23  -3.86  -0.54
H  -0.23  -3.01  3.24
H  2.38  -0.20  4.68
H  2.47  0.91  2.44
C  -5.71  -2.61  1.55
C  -4.49  -3.34  2.00
C  -4.62  -4.19  3.09
C  -3.56  -4.92  3.60
C  -2.32  -4.80  2.99
C  -2.17  -3.95  1.92
C  -3.24  -3.22  1.37
P  -2.64  -2.11  -0.01
C  -3.99  -1.95  -1.30
C  -3.99  -2.74  -2.45
C  -4.91  -2.56  -3.46
C  -5.87  -1.56  -3.36
C  -5.86  -0.74  -2.26
C  -4.92  -0.90  -1.24
C  -4.90  0.12  -0.15
C  -1.69  -3.47  -0.80
C  -2.23  -4.75  -0.92
C  -1.47  -5.79  -1.42
C  -0.15  -5.56  -1.79
C  0.38  -4.30  -1.69
C  -0.37  -3.20  -1.23
C  0.15  -1.85  -1.27
H  -5.70  -2.48  0.47
H  -5.75  -1.63  2.02
H  -6.61  -3.16  1.83
H  -5.60  -4.29  3.56
H  -3.70  -5.57  4.46
H  -1.47  -5.36  3.36
H  -1.20  -3.88  1.46
H  -3.24  -3.50  -2.58
H  -4.86  -3.18  -4.34
H  -6.58  -1.40  -4.16
H  -6.56  0.08  -2.19
H  -5.67  -0.07  0.60
H  -5.09  1.10  -0.59
H  -3.92  0.13  0.32
H  -3.25  -4.93  -0.61
H  -1.90  -6.78  -1.51
H  0.45  -6.37  -2.17
H  1.40  -4.12  -2.02
H  -0.39  -1.34  -2.09
H  1.21  -1.87  -1.56
C  0.33  4.82  2.67
C  0.54  3.32  2.38
C  1.60  3.24  1.28
C  1.13  2.76  3.69
Si  -1.03  2.18  1.66
C  -2.13  1.70  3.31
C  -3.58  1.36  2.96
C  -1.55  0.40  3.88
C  -2.16  2.74  4.43
C  -2.09  3.60  0.65
C  -3.23  2.94  -0.12
C  -2.75  4.70  1.49
C  -1.21  4.25  -0.42
H  1.26  5.25  3.06
H  -0.43  4.96  3.44
H  0.06  5.38  1.79
H  2.55  3.66  1.62
H  1.28  3.80  0.41
H  1.77  2.21  0.95
H  0.68  3.25  4.55
H  2.20  2.95  3.74
H  0.96  1.70  3.78
H  -3.61  0.55  2.24
H  -4.11  2.22  2.57
H  -4.11  1.02  3.86
H  -1.47  -0.36  3.09
H  -2.20  0.00  4.66
H  -0.57  0.54  4.32
H  -2.66  3.65  4.10
H  -1.17  3.00  4.76
H  -2.71  2.36  5.30
H  -3.73  3.68  -0.76
H  -3.97  2.54  0.56
H  -2.86  2.16  -0.78
H  -3.49  4.28  2.16
H  -3.27  5.41  0.83
H  -2.04  5.27  2.08
H  -0.68  3.48  -0.98
H  -0.47  4.94  -0.01
H  -1.82  4.82  -1.12
C  4.89  1.32  1.52
Si  4.89  0.82  -0.34
C  5.90  -0.81  -0.24
C  6.12  2.13  -1.06
As  2.77  0.54  -1.44
Si  2.73  2.59  -2.75
C  2.95  4.17  -1.67
C  1.13  2.88  -3.75
C  4.10  2.91  -4.08
Si  3.71  -0.67  -3.29
C  2.60  -0.46  -4.82
C  5.53  -0.29  -3.86
C  3.85  -2.58  -3.11
H  5.90  1.53  1.87
H  4.51  0.50  2.12
H  4.29  2.20  1.72
H  6.95  -0.63  -0.05
H  5.82  -1.39  -1.15
H  5.51  -1.42  0.57
H  7.01  2.21  -0.45
H  5.66  3.11  -1.10
H  6.43  1.87  -2.06
H  1.99  4.64  -1.49
H  3.59  4.90  -2.16
H  3.40  3.94  -0.70
H  0.27  2.89  -3.10
H  0.96  2.10  -4.48
H  1.16  3.83  -4.28
H  5.09  2.97  -3.64
H  3.91  3.86  -4.57
H  4.11  2.15  -4.86
H  2.56  0.57  -5.16
H  1.57  -0.75  -4.59
H  2.93  -1.06  -5.66
H  5.66  0.74  -4.17
H  5.80  -0.92  -4.70
H  6.25  -0.48  -3.07
H  3.00  -2.98  -2.56
H  4.75  -2.88  -2.58
H  3.86  -3.07  -4.08

Mulliken population analysis, charges in e, atoms 1 to 2:
1. Ti -0.95
2. S -0.37

---

# 3
Density functional theory data (the ωB97M-V functional and the def2-TZVPD basis) for 8 unconnected molecules or ions with the total composition C49H79N3O18S7 in a non-equilibrium geometry.

Output
**Calculated total energy**: -6220.1953 a.u.
**Net charge**: 0
**Maximum force**: 4.46 eV/Å
**HOMO energy**: -8.22 eV
**LUMO**: -0.0258 Eh

Cartesian coordinates (Å):
C  11.04  -1.19  -2.35
C  11.50  -0.15  -3.46
O  10.34  0.23  -4.24
C  9.63  1.28  -3.58
C  8.46  1.90  -4.47
C  7.05  1.45  -3.96
C  6.67  1.76  -2.57
C  5.37  1.40  -1.98
C  4.38  0.73  -2.83
C  4.77  0.43  -4.23
C  6.08  0.75  -4.84
C  6.31  0.34  -6.33
C  7.66  -0.42  -6.64
C  8.15  -1.40  -5.50
C  7.54  -2.88  -5.64
N  6.43  -3.13  -4.71
C  5.18  -3.31  -5.30
C  4.23  -3.60  -4.21
C  5.06  -3.56  -2.97
C  6.47  -3.26  -3.32
C  3.51  -0.24  -4.85
O  3.23  -0.51  -5.98
N  2.59  -0.49  -3.74
N  1.23  -0.22  -4.10
C  0.67  -1.30  -4.44
O  0.29  -2.36  -4.68
C  2.93  0.26  -2.55
O  2.26  0.47  -1.57
H  11.44  -0.84  -1.35
H  9.92  -1.26  -2.33
H  11.44  -2.22  -2.59
H  12.03  0.75  -3.04
H  12.18  -0.69  -4.19
H  10.39  2.10  -3.36
H  9.22  0.96  -2.57
H  8.63  1.77  -5.57
H  8.52  3.02  -4.28
H  7.40  2.30  -1.92
H  5.11  1.63  -0.92
H  5.45  -0.27  -6.73
H  6.29  1.30  -6.94
H  8.48  0.27  -6.98
H  7.45  -1.08  -7.55
H  8.04  -1.01  -4.45
H  9.26  -1.54  -5.66
H  7.32  -3.15  -6.71
H  8.39  -3.57  -5.33
H  5.02  -3.25  -6.40
H  3.14  -3.81  -4.37
H  4.64  -3.72  -1.95
H  7.35  -3.18  -2.65
O  0.17  5.58  1.43
S  -0.58  4.78  0.48
O  -1.58  5.35  -0.38
C  0.58  3.84  -0.51
C  0.79  2.56  0.28
C  -0.59  2.13  0.77
C  -1.28  3.37  1.34
H  1.49  4.42  -0.65
H  0.11  3.64  -1.47
H  1.26  1.79  -0.34
H  1.45  2.75  1.14
H  -1.17  1.75  -0.08
H  -0.53  1.33  1.51
H  -2.35  3.35  1.19
H  -1.06  3.49  2.41
O  -3.36  1.50  3.37
S  -4.06  0.87  2.28
O  -3.36  0.32  1.13
C  -5.15  -0.37  2.94
C  -6.45  0.38  3.23
C  -6.67  1.29  2.02
C  -5.34  1.99  1.71
H  -4.71  -0.82  3.83
H  -5.30  -1.13  2.17
H  -7.28  -0.30  3.38
H  -6.34  0.98  4.13
H  -6.98  0.69  1.16
H  -7.46  2.02  2.21
H  -5.22  2.17  0.64
H  -5.24  2.92  2.26
O  -6.91  -2.62  4.64
S  -7.65  -3.41  3.70
O  -8.65  -2.84  2.83
C  -6.49  -4.35  2.71
C  -6.27  -5.63  3.49
C  -7.66  -6.06  3.98
C  -8.34  -4.82  4.56
H  -5.58  -3.77  2.56
H  -6.97  -4.55  1.74
H  -5.81  -6.40  2.88
H  -5.62  -5.44  4.35
H  -8.24  -6.44  3.14
H  -7.59  -6.86  4.73
H  -9.42  -4.85  4.41
H  -8.13  -4.70  5.63
O  -8.57  4.39  3.89
S  -7.99  3.66  4.99
O  -7.78  2.23  4.95
C  -6.45  4.45  5.44
C  -6.86  5.51  6.46
C  -7.88  4.83  7.38
C  -8.88  4.09  6.49
H  -5.97  4.87  4.56
H  -5.81  3.70  5.89
H  -6.00  5.88  7.02
H  -7.32  6.36  5.95
H  -7.37  4.12  8.03
H  -8.39  5.56  8.02
H  -9.24  3.18  6.96
H  -9.72  4.73  6.21
O  -9.92  8.44  4.54
S  -8.77  8.70  3.71
O  -7.47  8.98  4.27
C  -8.62  7.38  2.52
C  -9.47  7.84  1.34
C  -9.15  9.32  1.15
C  -9.20  9.98  2.53
H  -8.96  6.45  2.96
H  -7.57  7.30  2.24
H  -9.25  7.26  0.44
H  -10.53  7.71  1.57
H  -8.15  9.43  0.72
H  -9.85  9.80  0.46
H  -8.48  10.80  2.61
H  -10.20  10.34  2.77
O  7.53  -7.62  -2.25
S  6.79  -8.25  -3.32
O  7.44  -8.86  -4.45
C  5.65  -9.42  -2.60
C  4.40  -8.61  -2.32
C  4.19  -7.72  -3.55
C  5.54  -7.10  -3.90
H  6.09  -9.86  -1.71
H  5.46  -10.20  -3.35
H  3.53  -9.25  -2.14
H  4.54  -7.98  -1.44
H  3.84  -8.34  -4.39
H  3.44  -6.95  -3.38
H  5.66  -6.95  -4.97
H  5.69  -6.15  -3.38
O  2.23  -4.37  2.27
S  2.49  -2.95  2.25
O  3.82  -2.41  2.15
C  1.46  -2.20  1.00
C  0.16  -1.87  1.71
C  0.57  -1.29  3.07
C  1.65  -2.20  3.65
H  1.33  -2.89  0.16
H  1.97  -1.29  0.65
H  -0.45  -1.17  1.14
H  -0.43  -2.78  1.86
H  0.97  -0.28  2.92
H  -0.28  -1.20  3.74
H  2.37  -1.64  4.25
H  1.22  -3.00  4.25

Mulliken population analysis, charges in e, atoms 1 to 2:
1. C -0.69
2. C -0.33